1.
# C20H49IN6O6P2

3 unconnected molecules or ions with the total composition C20H49IN6O6P2 at a distorted geometry (wB97M-V/def2-TZVPD, OMol25).

Calculated values
SMILES: C=CC[C@@](O)(I)OC(=O)CCCO.CN(C)P(=O)(N(C)C)N(C)C.CN(C)P(=O)(N(C)C)N(C)C
E_LUMO: 0.406 eV
net charge: 0
HOMO energy: -8.176 eV
frontier orbital gap: 8.581 eV

The geometry in XYZ format:
```
84
Properties=species:S:1:pos:R:3:mulliken_charge:R:1
C -3.86 -2.53 6.67 -0.794
C -3.27 -1.32 6.83 -0.460
C -1.83 -1.22 7.28 -0.079
C -1.34 0.22 7.37 -0.034
O -1.73 0.95 6.25 -0.411
I -2.30 1.22 9.05 0.045
O 0.06 0.31 7.40 -0.215
C 0.79 -0.63 8.09 0.518
O 0.60 -0.83 9.26 -0.523
C 1.88 -1.33 7.32 -0.540
C 1.50 -2.05 6.02 -0.775
C 1.18 -1.18 4.78 -0.361
O 1.34 0.22 4.95 -0.474
H -3.86 -3.22 7.52 0.286
H -4.28 -2.85 5.73 0.253
H -3.83 -0.40 6.64 0.403
H -1.25 -1.69 6.48 -0.076
H -1.70 -1.73 8.23 0.527
H -0.97 1.00 5.64 0.307
H 2.73 -0.66 7.14 0.306
H 2.25 -2.09 8.01 0.378
H 2.36 -2.66 5.76 0.371
H 0.69 -2.76 6.21 0.323
H 1.84 -1.50 3.97 0.599
H 0.17 -1.38 4.43 0.141
H 2.28 0.42 4.97 0.289
C -0.84 1.29 2.74 -1.338
N -0.44 1.00 1.38 0.330
C 1.01 0.81 1.28 -1.108
P -1.28 -0.18 0.48 0.463
O -0.77 -1.50 0.94 -0.922
N -2.96 -0.29 0.85 0.190
C -3.66 0.65 1.70 -1.038
C -3.50 -1.64 0.96 -1.050
N -1.48 0.71 -0.90 0.456
C -0.91 2.03 -1.17 -0.969
C -2.25 0.14 -2.00 -0.999
H -0.11 1.94 3.22 0.503
H -0.95 0.38 3.35 0.235
H -1.78 1.84 2.77 0.454
H 1.29 0.62 0.24 0.399
H 1.36 -0.03 1.88 0.168
H 1.52 1.72 1.59 0.384
H -3.42 0.52 2.76 0.288
H -4.74 0.51 1.58 0.374
H -3.44 1.68 1.41 0.289
H -3.33 -2.08 1.95 0.259
H -3.06 -2.30 0.22 0.335
H -4.58 -1.60 0.77 0.389
H -1.35 2.79 -0.51 0.232
H -1.12 2.30 -2.20 0.459
H 0.17 2.06 -1.05 0.274
H -3.20 0.66 -2.11 0.292
H -2.46 -0.92 -1.82 0.339
H -1.69 0.20 -2.94 0.299
C 0.43 0.35 -8.39 -0.990
N 1.19 1.28 -7.57 0.196
C 0.61 2.61 -7.60 -1.187
P 1.65 0.85 -5.98 0.286
O 0.46 1.05 -5.12 -0.838
N 1.98 -0.83 -5.77 0.299
C 2.05 -1.78 -6.86 -1.101
C 1.45 -1.43 -4.55 -1.088
N 3.24 1.31 -6.09 0.303
C 3.86 2.00 -7.22 -0.894
C 4.12 1.06 -4.95 -1.038
H 0.11 0.86 -9.29 0.367
H -0.46 -0.05 -7.88 0.282
H 1.05 -0.49 -8.72 0.318
H 1.20 3.31 -7.00 0.380
H -0.42 2.63 -7.21 0.319
H 0.61 2.99 -8.63 0.374
H 1.06 -2.03 -7.27 0.340
H 2.51 -2.70 -6.50 0.347
H 2.69 -1.41 -7.66 0.319
H 0.40 -1.73 -4.64 0.311
H 1.53 -0.74 -3.71 0.297
H 2.04 -2.32 -4.31 0.390
H 3.89 1.36 -8.10 0.265
H 4.88 2.27 -6.95 0.423
H 3.35 2.93 -7.49 0.268
H 4.83 0.27 -5.19 0.316
H 3.54 0.74 -4.09 0.298
H 4.66 1.96 -4.67 0.447
```



2.
# C20H50AgF3N4O6

A molecular structure, C20H50AgF3N4O6 at a distorted geometry (wB97M-V/def2-TZVPD, OMol25).

Calculated values
relative energy (zero: lowest compared OMol25 entry of this formula, charge and spin): 1.523 eV
E_LUMO: 0.607 eV
net charge: 0
HOMO energy: -8.110 eV
frontier orbital gap: 8.717 eV

The geometry in XYZ format:
```
84
Properties=species:S:1:pos:R:3:mulliken_charge:R:1
Ag -0.79 -0.02 -0.77 0.624
C 2.52 -0.82 0.64 -0.480
O 2.05 -0.63 1.98 -0.209
O 1.41 -1.13 -0.11 -0.667
C 3.39 0.42 0.12 0.507
F 4.56 0.59 0.76 -0.311
F 3.72 0.17 -1.14 -0.219
F 2.74 1.60 0.04 -0.247
C 2.94 -0.53 3.09 -0.425
C 2.16 -0.38 4.38 -1.154
H 2.77 0.00 5.19 0.412
H 1.27 0.25 4.33 0.121
H 1.82 -1.37 4.69 0.330
H 3.55 0.37 2.97 0.298
H 3.66 -1.34 3.10 0.393
H 3.16 -1.71 0.69 0.435
C -3.06 -3.23 1.32 -1.776
C -1.81 -2.39 1.58 2.042
C -1.26 -2.36 3.04 -0.469
O -2.30 -1.90 3.90 -0.490
C -2.58 -0.49 3.91 -0.245
N -0.83 -2.93 0.65 -0.541
H -3.89 -2.87 1.93 0.334
H -2.89 -4.24 1.72 0.424
H -3.37 -3.25 0.28 0.373
H -2.05 -1.37 1.29 -0.991
H -0.39 -1.70 3.09 -0.040
H -0.89 -3.35 3.31 0.489
H -1.68 0.07 4.17 0.089
H -3.40 -0.28 4.59 0.391
H -2.88 -0.20 2.90 -0.024
H -0.04 -2.31 0.50 0.101
H -0.50 -3.80 1.05 0.336
C -2.14 2.67 -4.10 -1.526
C -2.07 2.09 -2.66 0.422
C -3.07 0.93 -2.44 -0.921
O -3.01 0.53 -1.06 0.145
C -4.07 -0.29 -0.58 -0.692
N -0.69 1.70 -2.47 -0.288
H -3.20 2.77 -4.34 0.422
H -1.62 2.10 -4.87 0.309
H -1.66 3.65 -4.11 0.410
H -2.27 2.91 -1.97 0.208
H -2.77 0.03 -2.99 0.314
H -4.04 1.30 -2.77 0.436
H -4.07 -0.28 0.51 0.094
H -4.00 -1.30 -0.99 0.239
H -5.00 0.11 -1.00 0.339
H -0.39 0.96 -3.10 -0.022
H -0.12 2.52 -2.65 0.274
C -1.56 3.02 1.49 -1.684
C -0.23 2.39 1.27 0.584
C 0.84 2.93 2.27 -0.788
O 0.26 2.86 3.55 -0.276
C 1.12 3.15 4.62 -0.878
N -0.46 0.96 1.51 0.756
H -1.53 4.10 1.36 0.495
H -2.06 2.79 2.43 0.246
H -2.25 2.74 0.69 0.212
H 0.11 2.48 0.24 0.335
H 1.15 3.94 2.01 0.574
H 1.74 2.31 2.21 0.151
H 1.47 4.19 4.60 0.316
H 2.02 2.53 4.60 0.306
H 0.60 3.03 5.57 0.270
H -0.68 0.93 2.50 -0.349
H 0.42 0.45 1.51 -0.146
C 0.69 -1.19 -5.25 -1.586
C 1.05 -1.75 -3.91 0.258
C 2.54 -1.45 -3.59 -0.812
O 3.30 -2.02 -4.67 -0.385
C 4.69 -1.78 -4.48 -0.709
N 0.17 -1.16 -2.92 0.031
H 1.13 -0.23 -5.56 0.316
H -0.39 -1.24 -5.39 0.391
H 1.07 -1.82 -6.05 0.429
H 0.95 -2.84 -3.87 0.370
H 2.82 -1.89 -2.63 0.393
H 2.70 -0.37 -3.51 0.414
H 4.92 -2.18 -3.49 0.302
H 4.98 -0.73 -4.55 0.285
H 5.23 -2.29 -5.28 0.273
H -0.52 -1.90 -2.78 0.154
H 0.75 -1.25 -2.08 0.178
```



3.
# C20H50BO25

A molecular structure, C20H50BO25 at a distorted geometry (wB97M-V/def2-TZVPD, OMol25).

Calculated values
relative energy (zero: lowest compared OMol25 entry of this formula, charge and spin): 3.030 eV
E_LUMO: 1.425 eV
net charge: -1
HOMO energy: -7.329 eV
frontier orbital gap: 8.755 eV

The geometry in XYZ format:
```
96
Properties=species:S:1:pos:R:3:mulliken_charge:R:1
O 0.52 -1.41 1.57 -0.496
C 1.24 -0.52 1.06 0.206
O 1.22 -0.14 -0.12 0.287
B 1.41 1.34 -0.04 0.881
O 1.66 1.65 1.37 -0.530
C 1.76 0.53 1.88 0.509
O 1.66 0.46 3.09 -0.810
O 0.25 2.08 -0.46 -0.470
C 0.48 2.54 -1.59 0.974
O -0.36 3.16 -2.27 -0.838
C 1.90 2.48 -1.79 -0.028
O 2.51 1.81 -0.94 -0.656
O 2.37 2.81 -2.88 -0.823
O -0.29 -3.66 3.03 -0.652
H -1.03 -3.34 3.54 0.336
H -0.14 -2.90 2.54 0.367
C -0.87 -1.17 -2.93 0.301
C -1.61 -0.27 -1.97 0.217
O -2.92 -0.81 -2.15 -0.768
O 0.46 -0.79 -2.71 -0.464
H -1.15 -0.98 -3.99 0.308
H -1.06 -2.22 -2.67 -0.481
H -1.53 0.76 -2.37 -0.384
H -1.31 -0.37 -0.99 0.562
H -3.45 -0.56 -1.37 0.391
H 0.89 -1.16 -1.97 0.263
C -0.82 4.34 -5.33 -0.325
C -0.17 3.00 -5.49 0.341
O 1.25 3.15 -5.62 -0.561
O -2.21 4.36 -5.58 -0.547
H -0.43 5.02 -6.04 0.418
H -0.45 4.68 -4.40 0.076
H -0.45 2.48 -6.43 0.397
H -0.54 2.44 -4.60 -0.440
H 1.58 3.15 -4.75 0.416
H -2.44 5.24 -5.88 0.318
C -1.21 -3.49 -0.29 0.024
C -1.68 -4.57 -1.26 -0.708
O -1.05 -5.74 -0.84 -0.523
O -2.24 -2.58 -0.15 -0.609
H -0.31 -2.96 -0.51 0.089
H -1.12 -3.94 0.69 0.395
H -1.36 -4.33 -2.25 0.371
H -2.74 -4.71 -1.27 0.273
H -1.11 -6.31 -1.64 0.314
H -2.36 -2.16 -1.03 0.545
C 4.23 -0.68 -3.57 0.369
C 5.18 0.44 -3.13 -0.448
O 4.77 1.60 -3.79 -0.545
O 4.50 -1.75 -2.82 -0.515
H 4.24 -0.95 -4.64 0.364
H 3.29 -0.39 -3.18 -0.394
H 6.10 0.20 -3.61 0.344
H 5.23 0.57 -2.07 0.236
H 3.81 1.82 -3.52 0.402
H 5.01 -2.41 -3.24 0.276
C 3.75 -1.91 4.69 -0.363
C 3.22 -2.41 3.38 0.617
O 3.66 -3.75 3.34 -0.592
O 3.75 -0.51 4.73 -0.618
H 4.74 -2.25 5.01 0.406
H 3.00 -2.16 5.45 0.218
H 3.61 -1.91 2.50 0.039
H 2.12 -2.32 3.30 -0.187
H 4.60 -3.90 3.23 0.337
H 2.80 -0.37 4.56 0.320
C 0.26 -0.34 6.39 -0.173
C 0.06 -1.47 5.31 -0.650
O -0.32 -0.91 4.15 -0.236
O 0.37 -1.01 7.63 -0.586
H -0.67 0.23 6.54 0.196
H 1.16 0.21 6.18 0.261
H -0.80 -2.15 5.63 0.320
H 0.98 -2.05 5.05 0.391
H 0.45 -0.63 3.63 0.049
H 0.96 -1.78 7.56 0.314
C -4.87 2.71 -0.28 -0.186
C -3.86 2.62 -1.41 -0.852
O -2.58 2.75 -0.83 -0.517
O -6.24 2.81 -0.93 -0.575
H -4.67 3.70 0.08 0.231
H -4.85 1.98 0.41 0.376
H -4.00 3.43 -2.13 0.551
H -4.02 1.67 -1.92 0.395
H -1.96 2.83 -1.52 0.205
H -6.09 2.84 -1.88 0.320
C -2.89 1.07 2.97 -0.554
C -1.95 0.80 1.83 1.014
O -2.72 0.49 0.70 -0.300
O -2.27 0.93 4.15 -0.619
H -3.73 0.43 3.01 0.248
H -3.28 2.16 2.90 0.150
H -1.22 0.01 2.03 -0.514
H -1.40 1.66 1.55 0.332
H -2.73 1.34 0.27 0.143
H -1.51 0.34 4.16 0.530
```



4.
# C20H50Cl12N3O7PY

A molecular structure, C20H50Cl12N3O7PY at a distorted geometry (wB97M-V/def2-TZVPD, OMol25).

Calculated values
expectation value of S²: 0.751
E_LUMO (alpha / beta): -6.300 / -7.323 eV
net charge: +2
HOMO energy (alpha / beta): -12.270 / -14.173 eV
spin multiplicity: 2
frontier orbital gap (alpha / beta): 5.970 / 6.851 eV

The geometry in XYZ format:
```
94
Properties=species:S:1:pos:R:3:mulliken_charge:R:1
C 2.35 -19.29 -23.65 -1.073
C 1.96 -20.43 -22.74 -0.154
C 2.35 -20.35 -21.23 0.051
O 1.87 -21.45 -20.53 -0.491
C 2.51 -21.67 -19.21 -0.663
N 0.40 -20.65 -22.94 -0.009
H 0.16 -21.05 -23.84 0.369
H -0.08 -21.20 -22.24 0.431
H -0.12 -19.78 -22.93 -0.092
H 2.46 -19.70 -24.65 0.573
H 3.31 -18.82 -23.43 0.528
H 1.67 -18.44 -23.56 -0.073
H 2.25 -21.44 -23.04 0.507
H 1.80 -19.51 -20.81 -0.498
H 3.43 -20.35 -21.15 0.697
H 2.14 -21.05 -18.39 0.156
H 3.60 -21.63 -19.17 0.346
H 2.35 -22.72 -18.97 0.290
C 0.35 -17.69 -27.07 -1.228
C -1.13 -18.24 -27.19 0.462
C -1.44 -19.09 -28.49 -0.649
O -2.72 -19.66 -28.41 -0.390
C -3.75 -18.72 -28.84 -0.738
N -1.40 -18.92 -25.90 0.230
H -1.20 -19.90 -25.81 0.451
H -0.97 -18.54 -25.07 -0.010
H -2.38 -18.94 -25.70 0.488
H 0.49 -17.24 -26.09 0.072
H 0.41 -17.02 -27.93 0.438
H 1.17 -18.40 -27.06 0.307
H -1.85 -17.43 -27.20 0.114
H -0.75 -19.93 -28.60 0.362
H -1.38 -18.49 -29.39 0.433
H -4.02 -17.90 -28.16 0.263
H -4.69 -19.24 -29.03 0.313
H -3.61 -18.28 -29.83 0.346
C -1.68 -17.00 -18.29 -0.749
C -0.62 -18.02 -17.67 0.563
C -1.01 -18.43 -16.26 -1.080
O 0.00 -19.00 -15.54 -0.332
C -0.38 -19.44 -14.29 -0.803
N -0.44 -19.16 -18.68 0.438
H -0.42 -18.70 -19.58 0.002
H 0.22 -19.89 -18.44 0.217
H -1.30 -19.70 -18.66 0.568
H -1.35 -16.56 -19.22 -0.215
H -1.62 -16.14 -17.62 0.488
H -2.63 -17.52 -18.31 0.271
H 0.33 -17.49 -17.60 0.128
H -1.93 -19.00 -16.36 0.454
H -1.29 -17.47 -15.83 0.493
H 0.46 -19.49 -13.61 0.259
H -0.65 -20.49 -14.25 0.312
H -1.18 -18.82 -13.88 0.351
Y -2.59 -18.36 -22.06 -0.104
P -0.37 -17.00 -22.31 0.151
O 0.91 -16.23 -22.52 0.143
O -0.78 -18.02 -23.39 -0.939
O -1.76 -16.37 -22.00 -0.039
O -0.55 -18.04 -21.18 -0.424
Cl -4.24 -12.26 -20.38 -0.156
C -3.58 -13.92 -20.52 0.515
C -4.71 -14.81 -21.13 0.136
Cl -6.01 -15.19 -19.98 -0.183
H -3.36 -14.21 -19.50 0.124
H -2.81 -13.91 -21.29 -0.477
H -4.35 -15.81 -21.36 -0.495
H -5.18 -14.35 -22.00 0.462
Cl 5.19 -16.79 -20.52 -0.148
C 3.44 -16.52 -20.95 0.460
C 2.52 -16.77 -19.73 0.098
Cl 2.91 -18.17 -18.75 -0.133
H 3.15 -17.22 -21.74 -0.300
H 3.42 -15.46 -21.21 -0.227
H 1.47 -16.86 -20.00 -0.557
H 2.61 -15.86 -19.15 0.673
Cl 5.50 -15.54 -24.39 -0.164
C 4.06 -14.58 -24.22 -0.056
C 2.88 -15.26 -24.98 0.788
Cl 3.09 -15.38 -26.78 -0.198
H 4.31 -13.57 -24.54 0.427
H 3.74 -14.51 -23.18 -0.122
H 2.06 -14.58 -24.77 -0.081
H 2.81 -16.29 -24.62 -0.562
C -1.72 -14.26 -24.32 1.431
Cl -2.85 -15.41 -25.21 -0.155
Cl -2.46 -12.75 -23.71 -0.055
Cl -0.41 -13.76 -25.45 -0.110
H -1.20 -14.75 -23.50 -1.215
C 0.84 -13.07 -20.75 0.832
Cl 0.13 -11.60 -21.47 -0.097
Cl -0.24 -13.70 -19.47 -0.124
Cl 2.38 -12.65 -20.01 -0.128
H 1.13 -13.80 -21.51 -0.515
```



5.
# C20H50F2Li4N2O17S2

A molecular structure, C20H50F2Li4N2O17S2 at a distorted geometry (wB97M-V/def2-TZVPD, OMol25).

Calculated values
expectation value of S²: 0.755
E_LUMO (alpha / beta): -10.163 / -12.755 eV
net charge: +3
HOMO energy (alpha / beta): -15.981 / -15.980 eV
spin multiplicity: 2
frontier orbital gap (alpha / beta): 5.818 / 3.225 eV

The geometry in XYZ format:
```
97
Properties=species:S:1:pos:R:3:mulliken_charge:R:1
Li 1.41 0.79 -3.28 0.724
Li 1.92 2.30 1.49 0.786
Li 2.24 2.73 -1.14 0.829
Li 1.93 -0.72 2.19 0.784
N 1.84 1.05 3.02 -0.042
S 2.89 1.46 4.35 0.914
O 2.78 0.76 5.63 -0.492
O 3.34 2.85 4.48 -0.541
F 4.23 0.78 3.72 -0.309
S 0.57 1.11 3.96 0.945
O 0.18 2.35 4.64 -0.609
O 0.24 -0.15 4.64 -0.458
F -0.54 1.11 2.79 -0.237
N 0.74 -0.12 -0.43 0.891
O 0.73 0.95 0.18 -0.677
O 0.58 -0.12 -1.65 -0.271
O 0.93 -1.13 0.20 -0.657
C -3.73 -2.74 -3.73 -0.430
O -2.51 -3.44 -3.40 -0.100
C -1.45 -2.61 -2.86 0.705
C -0.54 -3.45 -1.97 -0.561
O 0.20 -4.39 -2.76 -0.387
C 0.91 -5.35 -1.92 -0.741
H -4.38 -3.29 -4.40 0.323
H -3.55 -1.75 -4.15 0.224
H -4.23 -2.71 -2.76 0.347
H -1.88 -1.79 -2.28 0.186
H -0.88 -2.13 -3.65 -0.483
H -1.07 -3.99 -1.18 0.716
H 0.16 -2.82 -1.43 0.153
H 1.28 -6.01 -2.71 0.293
H 0.18 -5.89 -1.31 0.364
H 1.65 -5.00 -1.21 0.304
C -1.18 -2.61 2.41 -0.707
O 0.15 -2.38 2.78 0.021
C 0.95 -3.45 3.15 -0.585
C 1.99 -3.05 4.18 -0.883
O 2.85 -1.98 3.72 -0.121
C 4.09 -2.41 3.11 -0.926
H -1.67 -1.64 2.33 -0.231
H -1.62 -3.09 3.28 0.511
H -1.21 -3.33 1.59 0.332
H 1.32 -4.08 2.34 0.317
H 0.27 -4.20 3.55 0.491
H 2.51 -3.83 4.73 0.542
H 1.41 -2.43 4.86 0.222
H 4.92 -1.72 2.99 0.295
H 3.98 -2.99 2.19 0.349
H 4.52 -3.18 3.75 0.345
C 1.23 5.20 -0.69 -0.621
O 0.83 3.90 -0.36 -0.199
C -0.50 3.82 0.30 0.333
C -0.53 4.11 1.75 -0.512
O 0.78 3.96 2.32 0.165
C 1.24 5.09 3.12 -1.041
H 0.59 5.73 -1.40 0.298
H 2.14 5.03 -1.27 0.290
H 1.50 5.93 0.08 0.223
H -0.95 2.83 0.19 -0.789
H -1.23 4.36 -0.30 0.507
H -1.23 3.41 2.21 -0.005
H -1.10 5.02 1.96 0.492
H 2.21 4.90 3.58 0.320
H 0.60 5.19 4.00 0.312
H 1.18 6.04 2.59 0.394
C -3.20 1.52 -1.21 -0.271
O -3.74 0.32 -0.60 -0.451
C -3.18 -0.04 0.71 0.139
C -3.94 0.67 1.89 -0.692
O -3.50 2.08 1.88 -0.141
C -4.15 2.84 2.89 -1.039
H -4.13 1.99 -1.54 0.462
H -2.47 1.44 -2.01 -0.016
H -2.86 2.28 -0.49 -0.013
H -2.10 0.09 0.69 -0.200
H -3.53 -1.08 0.70 0.448
H -3.55 0.20 2.79 0.361
H -5.03 0.61 1.96 0.532
H -5.19 3.17 2.80 0.345
H -3.63 3.76 3.17 0.286
H -4.20 2.35 3.87 0.422
C -1.21 0.53 -5.08 -0.880
O 0.04 0.07 -4.56 -0.066
C 0.76 -0.59 -5.56 -0.535
C 1.84 -1.38 -4.99 -0.350
O 2.74 -0.53 -4.16 -0.310
C 4.05 -0.83 -4.29 -0.877
H -1.08 0.96 -6.07 0.392
H -1.69 1.29 -4.47 0.221
H -1.80 -0.39 -5.09 0.205
H 1.12 0.03 -6.37 0.537
H 0.12 -1.27 -6.12 0.411
H 2.49 -1.94 -5.66 0.592
H 1.39 -2.04 -4.25 -0.097
H 4.23 -1.91 -4.20 0.341
H 4.64 -0.33 -3.53 0.263
H 4.57 -0.61 -5.23 0.347
```